Entry 1:
Entry from OMol25: a molecular structure, C27H27N2RuS5Si (ωB97M-V/def2-TZVPD).

Atoms and positions in Å:
Ru1 0.58640 -0.49207 -0.45329
S1 2.59196 -0.81830 -1.42099
C1 2.30543 -1.49623 -3.01791
C2 3.39903 -1.83156 -3.82502
C3 3.20623 -2.34507 -5.09159
C4 1.91861 -2.52563 -5.59168
C5 0.82957 -2.19143 -4.80846
C6 1.01949 -1.69442 -3.52134
S2 -0.37424 -1.22647 -2.51169
C7 -1.22924 -2.84459 -2.49024
C8 -2.33939 -2.75274 -1.49902
C9 -3.05554 -3.83748 -1.00710
C10 -3.90848 -3.61998 0.05744
C11 -3.98141 -2.35921 0.63589
C12 -3.23364 -1.34407 0.06640
C13 -2.97588 -0.01598 0.68447
S3 -1.20473 0.04082 1.21395
C14 -1.15762 -1.36328 2.28787
C15 -1.88064 -1.31536 3.47932
C16 -1.93324 -2.41487 4.31103
C17 -1.23347 -3.56874 3.94852
C18 -0.49468 -3.61024 2.78576
C19 -0.43456 -2.50938 1.91420
S4 0.49934 -2.67686 0.43546
N1 -2.48727 -1.53630 -1.01442
H1 4.39867 -1.68406 -3.43631
H2 4.06354 -2.60361 -5.69979
H3 1.76695 -2.91365 -6.58997
H4 -0.17338 -2.30454 -5.20316
H5 -0.52065 -3.60627 -2.16319
H6 -1.55469 -3.05812 -3.50708
H7 -2.91505 -4.82649 -1.42216
H8 -4.47506 -4.44133 0.47648
H9 -4.56556 -2.18479 1.52908
H10 -3.59488 0.19380 1.55514
H11 -3.07275 0.79610 -0.03536
H12 -2.39633 -0.39948 3.74494
H13 -2.49430 -2.37621 5.23484
H14 -1.25556 -4.43806 4.59376
H15 0.05843 -4.50338 2.52374
C20 1.20511 3.60599 3.48996
Si1 1.95568 4.24509 1.90449
C21 3.78199 3.86640 1.79352
C22 1.68218 6.09745 1.80556
C23 1.08477 3.48049 0.40833
C24 0.42320 4.25089 -0.53391
C25 -0.23965 3.68003 -1.62483
C26 -0.23826 2.31238 -1.74565
N2 0.39156 1.54587 -0.85097
C27 1.04985 2.08821 0.19529
S5 1.76347 0.84713 1.17481
H16 1.72091 4.03225 4.35332
H17 1.27351 2.51895 3.54940
H18 0.15072 3.88323 3.55835
H19 4.33008 4.34990 2.60527
H20 4.19224 4.22591 0.84779
H21 3.96013 2.79129 1.85218
H22 2.18517 6.59494 2.63783
H23 0.61990 6.34535 1.86789
H24 2.07959 6.52623 0.88302
H25 0.41187 5.33049 -0.43075
H26 -0.74631 4.29131 -2.35791
H27 -0.73909 1.78975 -2.55149

The calculation puts the frontier orbital gap (spin up / spin down) at 7.63 / 5.91 eV. The spin multiplicity is 2. As for the charge: 0.

---

Entry 2:
Entry from OMol25: a molecular structure, C27H27N4OSSiTc (ωB97M-V/def2-TZVPD).

Atoms and positions in Å:
Tc1 -0.05110 0.34401 0.06427
O1 -3.49061 -1.54321 -1.24169
C1 -2.46949 -0.87330 -1.04879
N1 -1.83620 -0.63423 0.08741
C2 -2.26226 -1.23705 1.31987
C3 -1.18599 -1.07366 2.37281
C4 -1.34056 -1.63496 3.63432
C5 -0.34932 -1.47554 4.58508
C6 0.78658 -0.75148 4.25550
C7 0.87751 -0.21794 2.98403
N2 -0.07835 -0.37266 2.06160
C8 -1.77823 -0.17856 -2.22130
C9 -2.31539 -0.26039 -3.49110
C10 -1.66705 0.38017 -4.53695
C11 -0.50346 1.08375 -4.27344
C12 -0.02007 1.11731 -2.97438
N3 -0.63662 0.49625 -1.96911
H1 -2.47773 -2.30517 1.19218
H2 -3.18859 -0.78349 1.69941
H3 -2.24290 -2.19190 3.85250
H4 -0.45977 -1.91170 5.57011
H5 1.59020 -0.59603 4.96161
H6 1.73658 0.35842 2.66688
H7 -3.22750 -0.82711 -3.61436
H8 -2.06482 0.33125 -5.54305
H9 0.03556 1.60421 -5.05352
H10 0.88497 1.64913 -2.71156
C13 6.04302 -2.90363 0.12443
Si1 4.75959 -2.55394 -1.20457
C14 3.69444 -4.07055 -1.39489
C15 5.65922 -2.26422 -2.82992
C16 3.91332 -0.93892 -0.74517
C17 4.75120 0.16438 -0.62451
C18 4.25592 1.41988 -0.28822
C19 2.89732 1.53817 -0.07806
N4 2.06112 0.50260 -0.18629
C20 2.53608 -0.73369 -0.51304
S1 1.27317 -1.91354 -0.59053
H11 6.63269 -3.79004 -0.12328
H12 5.54850 -3.08307 1.08200
H13 6.73053 -2.06594 0.25862
H14 4.34899 -4.90653 -1.66523
H15 2.94024 -3.94068 -2.16996
H16 3.16660 -4.31219 -0.47325
H17 6.24326 -3.14264 -3.11640
H18 6.33704 -1.40985 -2.77573
H19 4.93706 -2.06422 -3.62497
H20 5.81855 0.05251 -0.79438
H21 4.89877 2.28370 -0.19088
H22 2.43302 2.47799 0.18789
C21 -0.47281 2.01350 0.49527
C22 -0.83797 3.30840 0.83521
C23 0.09260 4.40111 0.85806
C24 -0.30161 5.67137 1.20584
C25 -1.62821 5.95921 1.55252
C26 -2.55770 4.90751 1.53306
C27 -2.19168 3.62953 1.18977
H23 1.12577 4.21469 0.59132
H24 0.43601 6.46798 1.20900
H25 -1.92793 6.96286 1.82404
H26 -3.59278 5.10505 1.79347
H27 -2.92765 2.83422 1.17776

The calculation puts the frontier orbital gap (spin up / spin down) at 4.10 / 6.36 eV. The spin multiplicity is 2. As for the charge: -1.

---

Entry 3:
Entry from OMol25: a molecular structure, C27H27N6O7S3Ta (ωB97M-V/def2-TZVPD).

Atoms and positions in Å:
Ta1 -0.37047 -0.23770 0.71861
C1 -4.16435 4.08994 -0.39033
C2 -4.29738 2.73750 -1.06628
N1 -3.10280 2.37970 -1.85141
C3 -2.87433 3.17087 -3.08628
C4 -1.74620 4.17771 -2.93120
C5 -2.28233 1.40534 -1.55125
S1 -2.55874 0.48930 -0.05474
N2 -1.34862 1.05977 -2.45942
C6 -0.20751 0.54733 -2.16767
O1 0.26281 0.59239 -0.90572
C7 0.63439 -0.14688 -3.12701
C8 0.16956 -0.30051 -4.43871
C9 0.92110 -1.01004 -5.35498
C10 2.13327 -1.56830 -4.96871
C11 2.60250 -1.41442 -3.66849
C12 1.86037 -0.70240 -2.74610
H1 -5.04894 4.26787 0.21923
H2 -4.09021 4.90444 -1.10957
H3 -3.29193 4.11793 0.26478
H4 -5.12923 2.72938 -1.77227
H5 -4.48879 1.95677 -0.33685
H6 -3.81896 3.66410 -3.30476
H7 -2.66286 2.47014 -3.89224
H8 -1.97194 4.92180 -2.16848
H9 -1.59455 4.70059 -3.87485
H10 -0.81080 3.67961 -2.67921
H11 -0.77894 0.13360 -4.72163
H12 0.56759 -1.13213 -6.36927
H13 2.72071 -2.12500 -5.68671
H14 3.55021 -1.84729 -3.37927
H15 2.23475 -0.57512 -1.73899
O2 -1.64439 2.17725 6.02747
C13 -1.09166 3.08341 5.23815
O3 -0.97880 4.23644 5.53032
C14 -0.62721 2.63533 3.87876
C15 0.08196 3.46156 3.01084
N3 0.36217 2.75905 1.91031
N4 -0.12963 1.51201 1.99653
C16 -0.74123 1.43761 3.18892
C17 -1.33808 0.09761 3.48917
O4 -1.67254 -0.27033 4.57433
O5 -1.35607 -0.63649 2.37174
H16 -1.67389 1.27483 5.65577
H17 0.38574 4.48953 3.13439
H18 0.89472 3.05031 1.10315
O6 3.06390 -4.67470 0.52893
C18 2.03884 -4.90845 -0.29654
C19 2.10113 -6.06513 -1.07583
C20 1.07763 -6.36446 -1.94545
C21 -0.03477 -5.52477 -2.07574
C22 -0.10899 -4.38328 -1.32110
C23 0.92215 -4.05103 -0.42256
C24 0.84231 -2.83408 0.34053
O7 -0.18130 -1.98133 0.06590
N5 1.71649 -2.41775 1.18912
N6 1.48387 -1.09576 1.63022
C25 2.19832 -0.86626 2.72234
S2 3.08656 -2.13294 3.46214
C26 3.52232 -1.18783 4.94787
C27 3.71989 0.25460 4.53958
S3 2.32063 0.69797 3.46730
H19 2.94067 -3.83380 0.99933
H20 2.96231 -6.70962 -0.96885
H21 1.13542 -7.26939 -2.53581
H22 -0.83171 -5.77988 -2.75927
H23 -0.96555 -3.72862 -1.40709
H24 4.43713 -1.61881 5.35191
H25 2.72127 -1.29743 5.67805
H26 4.64153 0.40168 3.97886
H27 3.70151 0.92665 5.39608

The calculation puts the frontier orbital gap at 5.94 eV. The spin multiplicity is 1. As for the charge: +2.

---

Calculated total energy in order - -96057.513 -57359.859 -85758.534 eV